## w
Formula: C19H21BN2O2Sr
Source: the Open Molecules 2025 dataset
Level of theory: the ωB97M-V functional and the def2-TZVPD basis

```
! RIJCOSX wB97M-V def2-TZVPD def2/J DEFGRID3
* xyz 0 1
C -3.06 -1.59 1.67
C -2.44 1.97 -1.79
H -2.77 -2.64 1.58
H -4.05 -1.46 1.17
H -3.14 -1.40 2.74
H -2.00 1.76 -2.78
H -3.52 1.71 -1.86
H -2.34 3.04 -1.61
C -0.11 -2.81 0.40
C 0.99 -3.77 0.35
C 2.11 -3.50 -0.39
C 2.23 -2.28 -1.06
H -1.11 -3.25 0.32
H 0.89 -4.69 0.90
H 2.93 -4.21 -0.47
H 3.11 -2.02 -1.63
N 0.01 -1.60 -0.40
C 1.17 -1.34 -0.99
C 1.36 0.05 -1.53
N 0.37 0.94 -1.27
C 0.52 2.20 -1.69
C 2.69 1.77 -2.61
C 1.65 2.67 -2.36
H -0.33 2.86 -1.50
H 1.69 3.71 -2.67
C 2.54 0.45 -2.19
H 3.32 -0.30 -2.34
H 3.60 2.07 -3.12
Sr -2.25 0.27 0.10
C -1.51 2.56 1.48
H -2.22 3.34 1.16
H -0.48 2.85 1.20
H -1.57 2.35 2.56
O 0.51 -2.90 2.98
B -0.11 -2.30 1.87
O -0.61 -1.04 2.22
C -0.40 -0.91 3.59
C -1.08 -0.08 4.46
C -0.91 -0.35 5.83
C -0.11 -1.40 6.27
C 0.52 -2.27 5.36
C 0.33 -2.02 4.03
H -1.71 0.72 4.09
H -1.42 0.28 6.56
H 0.04 -1.57 7.34
H 1.12 -3.13 5.69
*
```

The value obtained for the LUMO energy (alpha / beta) is -0.03660 / -0.05397 hartree. The HOMO energy (alpha / beta) is -6.17 / -5.85 eV.



## x
Formula: C19H21BN2O2Sr
Source: the Open Molecules 2025 dataset
Level of theory: the ωB97M-V functional and the def2-TZVPD basis

```
! RIJCOSX wB97M-V def2-TZVPD def2/J DEFGRID3
* xyz 0 1
C -5.17 0.21 0.34
C -5.19 1.52 -0.47
H -5.36 -0.67 -0.30
H -5.97 0.26 1.08
H -4.23 0.02 0.89
H -4.34 1.65 -1.16
H -6.11 1.53 -1.07
H -5.22 2.39 0.20
C 1.11 -3.02 0.17
C 2.02 -4.04 -0.17
C 3.08 -3.79 -1.02
C 3.20 -2.49 -1.51
H 0.35 -3.14 0.95
H 1.85 -5.03 0.24
H 3.81 -4.55 -1.32
H 4.04 -2.21 -2.12
N 1.12 -1.84 -0.47
C 2.21 -1.54 -1.24
C 2.30 -0.16 -1.75
N 1.26 0.67 -1.42
C 1.38 1.98 -1.70
C 3.45 1.62 -2.89
C 2.44 2.49 -2.47
H 0.60 2.61 -1.27
H 2.44 3.55 -2.72
C 3.41 0.30 -2.49
H 4.24 -0.41 -2.74
H 4.27 1.97 -3.51
Sr -1.03 -0.19 -0.18
C -1.44 2.30 0.32
H -1.77 2.85 -0.57
H -0.50 2.72 0.73
H -2.23 2.32 1.08
O 0.30 -2.08 3.22
B -0.52 -1.26 2.40
O -1.33 -0.48 3.31
C -1.04 -0.90 4.56
C -1.46 -0.37 5.76
C -0.83 -0.81 6.94
C 0.17 -1.78 6.89
C 0.56 -2.35 5.65
C -0.05 -1.88 4.52
H -2.23 0.39 5.74
H -1.14 -0.38 7.90
H 0.66 -2.12 7.80
H 1.33 -3.11 5.57
*
```

The value obtained for the LUMO energy is -0.02561 hartree. The HOMO energy is -6.44 eV.



Most stable: x. Least stable: w.



## w
Formula: C3H11N2O
Source: the Open Molecules 2025 dataset
Level of theory: the ωB97M-V functional and the def2-TZVPD basis

```
! RIJCOSX wB97M-V def2-TZVPD def2/J DEFGRID3
* xyz 1 1
C -0.24 -0.80 1.81
C -0.45 -0.63 0.34
C 0.36 -1.12 -0.61
N 1.60 -1.62 -0.46
N -1.31 0.51 -0.04
H 0.02 -1.83 2.06
H -1.09 -0.48 2.41
H 0.58 -0.19 2.22
H 0.02 -1.24 -1.64
H 2.11 -1.68 0.41
H 2.06 -2.05 -1.24
H -1.95 0.84 0.68
H -1.90 0.36 -0.86
H -0.65 1.30 -0.18
H -0.56 3.41 -1.33
H 0.35 2.28 -1.62
O 0.09 2.85 -0.89
*
```

The value obtained for the LUMO energy is -0.12405 hartree. The HOMO energy is -12.35 eV.



## x
Formula: C3H11N2O
Source: the Open Molecules 2025 dataset
Level of theory: the ωB97M-V functional and the def2-TZVPD basis

```
! RIJCOSX wB97M-V def2-TZVPD def2/J DEFGRID3
* xyz 1 1
C 0.50 2.21 1.17
C -0.23 1.97 -0.11
N 0.87 -1.06 -1.87
C 0.36 0.20 -1.81
N 0.65 0.92 -0.75
H 0.73 1.32 1.68
H -0.16 2.95 1.75
H 1.48 2.77 1.00
H -0.10 2.72 -0.95
H -1.30 1.72 -0.05
H 1.83 -1.23 -2.19
H 0.19 -1.81 -2.25
H -0.24 0.60 -2.67
H 1.45 0.65 -0.20
H -1.44 -3.80 1.88
H -1.29 -3.68 3.37
O -1.95 -3.44 2.69
*
```

The value obtained for the LUMO energy is -0.18765 hartree. The HOMO energy is -13.83 eV.



Most stable: w. Least stable: x.



## w
Formula: C3H8N2O2S
Source: the Open Molecules 2025 dataset
Level of theory: the ωB97M-V functional and the def2-TZVPD basis

```
! RIJCOSX wB97M-V def2-TZVPD def2/J DEFGRID3
* xyz 0 1
C 2.09 -0.43 -1.21
S 1.59 1.01 -0.27
C -0.04 0.37 -0.06
N -0.86 0.00 -0.97
O -0.28 0.14 -2.26
N -0.56 0.59 1.30
C -1.93 0.18 1.52
O 0.20 -0.24 2.18
H 1.61 -0.33 -2.23
H 1.83 -1.47 -0.82
H 3.12 -0.17 -1.43
H -0.86 -0.41 -2.93
H -2.55 0.90 0.88
H -2.08 0.16 2.62
H -2.17 -0.75 1.16
H 0.88 0.43 2.50
*
```

The structure (SMILES) is CS/C(=N\O)N(C)O. The value obtained for the LUMO energy is 0.02169 hartree. The HOMO energy is -9.04 eV.



## x
Formula: C3H8N2O2S
Source: the Open Molecules 2025 dataset
Level of theory: the ωB97M-V functional and the def2-TZVPD basis

```
! RIJCOSX wB97M-V def2-TZVPD def2/J DEFGRID3
* xyz 0 1
N 0.26 1.13 0.78
C 0.59 -0.24 0.87
S -0.64 -1.41 1.19
C 1.89 -0.63 0.91
O 2.93 0.23 0.84
O 2.31 -1.97 0.99
H -0.74 1.28 1.01
H 0.84 1.65 1.47
H -1.33 -1.61 0.10
H 3.61 -0.45 0.60
H 1.65 -2.56 0.66
C -2.21 1.19 -1.62
N -2.05 0.11 -2.19
H -2.89 2.11 -1.90
H -1.74 1.27 -0.53
H -2.47 -0.10 -3.19
*
```

The structure (SMILES) is NC(S)=C(O)O.C=N. The value obtained for the LUMO energy is 0.02677 hartree. The HOMO energy is -7.75 eV.



Most stable: x. Least stable: w.



## w
Formula: C3H10N2
Source: the Open Molecules 2025 dataset
Level of theory: the ωB97M-V functional and the def2-TZVPD basis

```
! RIJCOSX wB97M-V def2-TZVPD def2/J DEFGRID3
* xyz 1 2
C 1.70 1.32 -1.61
N 0.64 1.53 -2.27
H 1.92 1.93 -0.72
H 2.56 0.86 -2.11
H -0.18 1.74 -1.71
C -0.85 0.47 1.11
N -1.20 -0.94 1.20
C -0.46 -1.83 0.35
H -1.57 0.98 1.76
H -0.95 0.87 0.11
H 0.15 0.65 1.51
H -0.99 -1.22 2.16
H -0.82 -1.78 -0.69
H 0.63 -1.68 0.36
H -0.58 -2.89 0.56
*
```

The value obtained for the LUMO energy (alpha / beta) is -0.13318 / -0.33073 hartree. The HOMO energy (alpha / beta) is -13.05 / -13.03 eV.



## x
Formula: C3H10N2
Source: the Open Molecules 2025 dataset
Level of theory: the ωB97M-V functional and the def2-TZVPD basis

```
! RIJCOSX wB97M-V def2-TZVPD def2/J DEFGRID3
* xyz 1 2
C -1.40 0.74 1.56
C -0.72 1.02 2.92
H -2.50 0.59 1.80
H -1.53 1.60 0.81
H -0.98 -0.24 1.07
H -1.20 1.80 3.44
H 0.31 1.38 2.76
H -0.76 0.07 3.55
N -0.20 -0.09 -1.59
C 0.96 -0.66 -2.00
N 1.81 -1.33 -1.28
H -0.93 0.03 -2.33
H -0.45 0.42 -0.71
H 1.25 -0.64 -3.13
H 2.47 -1.59 -1.99
*
```

The value obtained for the LUMO energy (alpha / beta) is -0.16906 / -0.34073 hartree. The HOMO energy (alpha / beta) is -14.98 / -14.98 eV.



Most stable: x. Least stable: w.



## w
Formula: C5H7BrN2
Source: the Open Molecules 2025 dataset
Level of theory: the ωB97M-V functional and the def2-TZVPD basis

```
! RIJCOSX wB97M-V def2-TZVPD def2/J DEFGRID3
* xyz 0 1
C -0.04 -0.19 -2.06
C -0.95 -0.12 -0.78
N -0.28 0.21 0.41
C 0.28 1.36 0.84
N 0.91 1.32 1.94
C 0.93 0.00 2.24
C 0.28 -0.74 1.27
Br -0.06 -2.55 0.98
H 0.65 0.69 -1.97
H -0.65 -0.47 -3.05
H 0.84 -0.96 -2.00
H -1.50 -1.13 -0.51
H -1.66 0.65 -0.86
H 0.06 2.25 0.36
H 1.19 -0.32 3.19
*
```

The structure (SMILES) is CCn1cncc1Br. The value obtained for the LUMO energy is 0.02421 hartree. The HOMO energy is -8.68 eV.



## x
Formula: C5H7BrN2
Source: the Open Molecules 2025 dataset
Level of theory: the ωB97M-V functional and the def2-TZVPD basis

```
! RIJCOSX wB97M-V def2-TZVPD def2/J DEFGRID3
* xyz 0 1
C -1.55 3.11 -0.23
C -1.16 1.92 0.14
N -0.88 0.92 0.76
N -0.70 -0.34 0.89
C 0.21 -1.02 0.26
C 0.57 -2.44 0.69
C 1.07 -0.40 -0.82
Br 2.71 0.50 -0.15
H -1.15 3.55 -1.12
H -2.57 3.37 -0.04
H -0.13 -2.73 1.54
H 1.61 -2.51 0.96
H 0.33 -3.13 -0.09
H 1.34 -1.08 -1.52
H 0.30 0.28 -1.28
*
```

The structure (SMILES) is C=C=N/N=C(/C)CBr. The value obtained for the LUMO energy is 0.00673 hartree. The HOMO energy is -8.30 eV.



Most stable: w. Least stable: x.



## w
Formula: C28H31IIrN6O8S3
Source: the Open Molecules 2025 dataset
Level of theory: the ωB97M-V functional and the def2-TZVPD basis

```
! RIJCOSX wB97M-V def2-TZVPD def2/J DEFGRID3
* xyz 0 2
Ir -0.01 0.41 1.20
N 1.19 2.31 1.64
C 1.90 2.15 2.91
C 2.09 0.67 3.22
O 3.15 0.25 3.65
N 0.94 0.01 3.01
C 0.78 -1.35 3.47
C 0.68 -2.29 2.27
O 1.06 -3.44 2.38
O 0.13 -1.72 1.22
H 1.83 2.17 0.86
H 0.77 3.23 1.57
H 1.28 2.56 3.71
H 2.86 2.65 2.93
H -0.20 -1.48 3.94
H 1.57 -1.70 4.12
C -2.52 -3.83 -4.66
O -1.80 -3.62 -3.43
C -2.40 -2.97 -2.46
S -3.94 -2.38 -2.48
S -1.57 -2.65 -1.03
H -1.86 -4.42 -5.29
H -2.76 -2.87 -5.12
H -3.45 -4.37 -4.47
I -3.80 3.75 4.22
C -3.39 1.90 3.38
C -4.22 0.81 3.53
C -3.79 -0.43 3.07
C -2.55 -0.54 2.46
N -1.79 0.54 2.27
C -2.18 1.73 2.72
H -5.19 0.93 3.99
H -4.39 -1.32 3.21
H -2.16 -1.48 2.10
H -1.51 2.56 2.57
C 4.51 -1.19 -3.61
N 3.31 -1.21 -2.78
N 3.27 -0.53 -1.58
C 1.96 -0.23 -1.28
O 1.66 0.47 -0.27
C 1.18 -0.75 -2.35
C 2.05 -1.31 -3.25
C 1.75 -1.88 -4.59
C 4.33 -0.65 -0.63
C 4.50 0.33 0.34
C 5.47 0.18 1.31
C 6.31 -0.93 1.30
C 6.15 -1.90 0.32
C 5.15 -1.77 -0.64
H 5.32 -0.74 -3.05
H 4.33 -0.60 -4.51
H 4.79 -2.20 -3.91
H 0.11 -0.76 -2.40
H 0.69 -2.10 -4.65
H 2.31 -2.79 -4.77
H 2.00 -1.16 -5.37
H 3.85 1.20 0.34
H 5.57 0.93 2.09
H 7.07 -1.04 2.06
H 6.78 -2.77 0.31
H 5.01 -2.56 -1.37
N -1.20 0.73 -0.69
C -2.39 1.54 -0.55
C -3.62 0.90 -0.53
C -4.77 1.62 -0.26
C -4.68 2.98 -0.01
C -3.46 3.64 -0.09
C -2.31 2.91 -0.37
S -6.18 3.86 0.49
O -6.98 3.89 -0.72
O -6.71 2.98 1.54
O -5.71 5.15 0.96
H -0.51 1.16 -1.29
H -1.42 -0.22 -0.97
H -3.67 -0.17 -0.71
H -5.73 1.13 -0.21
H -3.44 4.71 0.09
H -1.33 3.40 -0.40
*
```

The value obtained for the LUMO energy (alpha / beta) is -0.02156 / -0.11454 hartree. The HOMO energy (alpha / beta) is -7.65 / -7.65 eV.



## x
Formula: C28H31IIrN6O8S3
Source: the Open Molecules 2025 dataset
Level of theory: the ωB97M-V functional and the def2-TZVPD basis

```
! RIJCOSX wB97M-V def2-TZVPD def2/J DEFGRID3
* xyz 0 2
Ir -0.36 -0.12 -0.42
N 1.06 0.12 1.55
C 2.45 -0.22 1.27
C 2.57 -1.24 0.13
O 3.62 -1.82 -0.08
N 1.44 -1.41 -0.58
C 1.42 -2.34 -1.62
C 0.82 -1.61 -2.94
O 1.27 -2.01 -3.99
O -0.03 -0.74 -2.68
H 1.01 0.92 2.17
H 0.59 -0.67 1.99
H 2.97 -0.63 2.14
H 2.98 0.68 0.96
H 0.68 -3.13 -1.46
H 2.40 -2.77 -1.84
C -2.56 3.46 -2.61
O -2.22 2.17 -2.13
C -3.22 1.37 -1.76
S -4.80 1.86 -1.67
S -2.82 -0.21 -1.35
H -1.69 3.84 -3.14
H -2.83 4.12 -1.78
H -3.40 3.40 -3.30
I -4.95 0.50 3.65
C -3.29 1.41 2.73
C -2.80 2.63 3.19
C -1.71 3.18 2.54
C -1.14 2.48 1.48
N -1.60 1.30 1.06
C -2.66 0.78 1.67
H -3.27 3.15 4.01
H -1.31 4.13 2.85
H -0.29 2.87 0.94
H -3.03 -0.16 1.29
C -4.24 -5.32 1.23
N -3.43 -4.23 1.68
N -2.45 -3.66 0.91
C -1.93 -2.56 1.56
O -0.99 -1.86 1.12
C -2.65 -2.48 2.78
C -3.56 -3.50 2.81
C -4.59 -3.83 3.83
C -1.99 -4.28 -0.29
C -2.17 -3.62 -1.50
C -1.74 -4.23 -2.67
C -1.16 -5.49 -2.63
C -0.98 -6.13 -1.42
C -1.39 -5.53 -0.24
H -4.35 -5.27 0.15
H -5.21 -5.25 1.70
H -3.79 -6.29 1.48
H -2.48 -1.76 3.54
H -4.42 -3.23 4.72
H -4.55 -4.88 4.11
H -5.58 -3.60 3.46
H -2.63 -2.65 -1.53
H -1.87 -3.72 -3.61
H -0.84 -5.96 -3.55
H -0.52 -7.11 -1.39
H -1.22 -6.01 0.71
N 0.95 1.66 -1.59
C 1.45 2.85 -1.05
C 2.75 2.93 -0.54
C 3.20 4.11 0.05
C 2.34 5.18 0.11
C 1.08 5.16 -0.43
C 0.63 3.98 -1.00
S 2.92 6.76 0.84
O 3.99 6.36 1.72
O 3.30 7.46 -0.37
O 1.71 7.24 1.49
H 0.23 1.81 -2.29
H 1.68 1.05 -1.97
H 3.41 2.09 -0.63
H 4.19 4.20 0.45
H 0.48 6.05 -0.40
H -0.36 3.93 -1.43
*
```

The value obtained for the LUMO energy (alpha / beta) is -0.13075 / -0.10460 hartree. The HOMO energy (alpha / beta) is -7.81 / -7.81 eV.



Most stable: w. Least stable: x.